Entry 1:
{
  "formula": "C4H10N2",
  "method": "wB97M-V/def2-TZVPD",
  "species": ["C", "C", "N", "H", "H", "H", "H", "H", "C", "C", "N", "H", "H", "H", "H", "H"],
  "xyz": [[-1.7496, -0.1255, -1.3685], [-2.0605, 0.4468, -0.2003], [-2.0996, 1.7722, 0.1268], [-1.2953, 0.3889, -2.2065], [-2.0436, -1.1582, -1.4935], [-2.1545, -0.1932, 0.6747], [-1.8740, 2.4726, -0.5540], [-2.4296, 2.0227, 1.0362], [2.2766, -1.5207, 1.0019], [1.5597, 0.4264, -0.0520], [2.3023, -0.0768, 0.8224], [1.2765, -1.9389, 1.1333], [2.8345, -1.9965, 0.1946], [2.8556, -1.7310, 1.9072], [1.6392, 1.4666, -0.3489], [0.9622, -0.2553, -0.6734]],
  "forces_ev_per_a": [[-0.23, -0.07, 0.05], [0.47, -0.23, 0.17], [0.39, -0.16, -0.06], [-0.47, 0.20, -0.11], [0.61, -0.16, 0.04], [-0.81, -0.04, -0.19], [-0.17, 0.14, 0.10], [0.15, 0.30, -0.02], [0.61, 0.19, 0.70], [0.13, -1.11, -0.99], [0.40, 0.50, 0.52], [-0.03, 0.01, -0.30], [-0.28, -0.09, -0.18], [-0.24, -0.13, -0.06], [-0.17, 0.18, 0.37], [-0.36, 0.46, -0.03]],
  "lowdin_charge": [-0.06, -0.33, 0.05, 0.04, 0.04, 0.11, 0.09, 0.08, -0.15, -0.09, -0.10, 0.07, 0.08, 0.06, 0.06, 0.06],
  "lumo_ev": 1.0,
  "e_homo_ev": -8.1,
  "multiplicity": 1,
  "e_tot_ev": -7288.34788
}



Entry 2:
{
  "formula": "C4H10N2",
  "method": "wB97M-V/def2-TZVPD",
  "species": ["C", "C", "N", "H", "H", "H", "H", "H", "C", "C", "N", "H", "H", "H", "H", "H"],
  "xyz": [[3.0151, -0.8271, 4.3548], [1.4633, 0.8855, 4.3106], [2.1799, 0.1127, 3.6286], [2.8137, -1.8247, 3.9649], [2.8484, -0.7659, 5.4390], [4.0698, -0.6241, 4.1797], [0.8238, 1.5850, 3.7779], [1.4287, 0.9107, 5.4058], [-2.1636, 0.5171, -5.2884], [-2.6403, -0.4055, -3.2237], [-2.9034, 0.5143, -4.0326], [-2.7226, 1.0742, -6.0346], [-1.9886, -0.4967, -5.6557], [-1.2035, 1.0179, -5.1731], [-3.1197, -0.4716, -2.2502], [-1.9010, -1.2018, -3.4029]],
  "forces_ev_per_a": [[-0.09, 0.13, 0.12], [-0.27, 0.29, -0.24], [0.31, -0.15, 0.07], [0.00, -0.06, 0.20], [-0.04, -0.25, -0.05], [0.04, 0.11, -0.21], [-0.04, 0.08, 0.08], [0.09, -0.14, 0.02], [-0.18, -0.07, -0.07], [0.31, -0.55, 0.37], [0.07, 0.27, -0.05], [-0.07, -0.02, -0.07], [0.09, -0.03, -0.05], [0.04, 0.05, 0.14], [-0.22, 0.25, -0.05], [-0.04, 0.10, -0.24]],
  "lowdin_charge": [-0.16, -0.09, -0.09, 0.07, 0.07, 0.07, 0.06, 0.07, -0.15, -0.10, -0.09, 0.06, 0.07, 0.08, 0.06, 0.07],
  "lumo_ev": 1.2,
  "e_homo_ev": -9.7,
  "multiplicity": 1,
  "e_tot_ev": -7288.34999
}



Entry 3:
{
  "formula": "C4H10N2",
  "method": "wB97M-V/def2-TZVPD",
  "species": ["C", "C", "C", "C", "H", "H", "H", "H", "H", "H", "H", "H", "H", "H", "N", "N"],
  "xyz": [[-0.4787, -1.7220, 0.6366], [0.3110, -0.4949, 1.0444], [1.6375, 0.0361, -1.0380], [-1.6127, 1.2114, -0.0221], [-1.3823, -1.3808, 0.1140], [-0.8337, -2.3216, 1.5099], [0.1264, -2.4349, 0.0443], [-0.2375, 0.1290, 1.7570], [1.3220, -0.7624, 1.4068], [1.5007, -0.9736, -1.4709], [2.6283, 0.0640, -0.5703], [1.5506, 0.7949, -1.8529], [-1.8227, 0.8913, 0.9896], [-2.4159, 1.8025, -0.4997], [0.5591, 0.3871, -0.0978], [-0.4989, 1.0425, -0.6384]],
  "forces_ev_per_a": [[-0.51, -0.91, 0.62], [0.90, 0.36, -0.49], [-1.06, 0.46, -0.58], [0.15, 0.35, -0.35], [0.31, -0.42, -0.16], [0.30, 0.58, -0.43], [-0.39, 0.58, -0.03], [0.37, -0.43, 0.34], [-0.64, 0.16, 0.28], [0.00, 0.34, 0.08], [-0.31, 0.21, 0.09], [0.35, -0.72, 0.60], [-0.02, -0.27, 0.15], [0.80, -0.37, 0.05], [-0.15, -0.01, 0.11], [-0.08, 0.09, -0.28]],
  "lowdin_charge": [-0.10, -0.25, -0.06, -0.08, 0.06, 0.08, 0.07, 0.09, 0.12, 0.07, 0.08, 0.09, 0.05, 0.06, -0.26, -0.03],
  "lumo_ev": 1.1,
  "e_homo_ev": -8.2,
  "multiplicity": 1,
  "e_tot_ev": -7288.59924
}



Entry 4:
{
  "formula": "C4H10N2",
  "method": "wB97M-V/def2-TZVPD",
  "species": ["C", "C", "C", "N", "C", "N", "H", "H", "H", "H", "H", "H", "H", "H", "H", "H"],
  "xyz": [[-0.5317, -0.8747, -1.3040], [0.8502, -0.2699, 2.8633], [-0.6935, 0.1151, -2.4431], [0.2083, -0.3484, 1.5869], [0.1745, 0.5402, 0.7358], [0.5826, 1.4737, 0.0450], [-1.0537, -0.3995, -0.3572], [0.1895, 2.3990, 0.0970], [-1.0901, -1.7942, -1.4679], [0.5109, -1.1500, -1.1761], [1.9366, -0.1879, 2.7443], [0.5029, 0.5931, 3.4427], [0.6121, -1.1846, 3.4130], [-0.1570, 1.0316, -2.2206], [-0.2992, -0.3092, -3.3648], [-1.7425, 0.3658, -2.5943]],
  "forces_ev_per_a": [[-1.73, 0.73, 0.99], [0.28, 0.03, 0.50], [-0.09, -0.31, -0.09], [-1.60, 0.36, -2.00], [2.60, 0.57, 2.81], [-0.24, -0.23, -0.18], [1.11, -1.41, -1.94], [-0.44, -0.04, -0.11], [-0.06, -0.10, -0.17], [0.00, 0.17, 0.50], [-0.08, -0.03, 0.05], [0.03, -0.13, -0.06], [0.17, 0.23, 0.02], [0.10, 0.08, -0.06], [0.00, 0.10, -0.16], [-0.06, -0.01, -0.10]],
  "lowdin_charge": [-0.19, -0.12, -0.17, 0.01, -0.36, 0.16, 0.08, 0.07, 0.07, 0.07, 0.08, 0.08, 0.07, 0.04, 0.06, 0.06],
  "lumo_ev": 1.0,
  "e_homo_ev": -9.6,
  "multiplicity": 1,
  "e_tot_ev": -7288.43789
}



Entry 5:
{
  "formula": "C4H10N2",
  "method": "wB97M-V/def2-TZVPD",
  "species": ["C", "C", "C", "C", "N", "N", "H", "H", "H", "H", "H", "H", "H", "H", "H", "H"],
  "xyz": [[0.9820, -0.0577, -0.8381], [0.4284, 0.5326, 0.4771], [-0.8893, -0.1989, 0.5790], [-1.9919, 0.3180, 1.0948], [-0.8496, -1.6471, 0.3555], [1.8775, 0.9047, -1.5745], [0.1829, -0.3499, -1.4539], [1.4184, -1.0914, -0.6018], [1.0286, 0.5681, 1.3879], [0.0874, 1.5288, 0.0540], [-2.8276, -0.3760, 1.1406], [-2.1571, 1.3771, 0.8663], [-0.0655, -2.1476, -0.0698], [-1.4291, -2.2129, 1.0773], [1.5596, 1.9023, -1.5674], [2.6454, 0.9500, -0.9270]],
  "forces_ev_per_a": [[2.13, 0.20, 0.91], [-2.30, 0.57, -3.37], [1.14, -2.81, 1.92], [-0.89, 0.47, -1.55], [-1.36, -0.23, 1.94], [-0.01, -0.57, 0.79], [-1.27, 0.20, -0.96], [0.61, 1.74, -0.65], [0.00, -0.09, -0.35], [0.68, -0.44, 1.46], [-0.28, 0.47, 0.19], [-0.03, -0.26, 1.08], [-0.53, 0.63, 0.76], [1.59, 1.36, -2.05], [-0.42, -1.44, 0.05], [0.95, 0.19, -0.15]],
  "lowdin_charge": [-0.29, -0.15, -0.44, 0.00, 0.03, -0.02, 0.08, 0.12, 0.12, 0.12, 0.05, 0.06, 0.06, 0.13, 0.08, 0.04],
  "lumo_ev": 1.0,
  "e_homo_ev": -8.3,
  "multiplicity": 1,
  "e_tot_ev": -7288.21767
}



Entry 6:
{
  "formula": "C4H10N2",
  "method": "wB97M-V/def2-TZVPD",
  "species": ["C", "C", "N", "H", "H", "H", "H", "H", "C", "C", "N", "H", "H", "H", "H", "H"],
  "xyz": [[0.1548, -2.2731, 0.2597], [-2.0384, -2.2382, -0.4979], [-1.1852, -1.6723, 0.2416], [0.5148, -2.1901, 1.2893], [0.1014, -3.3330, 0.0022], [0.8156, -1.6228, -0.3072], [-2.9792, -1.7276, -0.6622], [-1.8198, -3.2286, -0.9093], [0.8553, 1.1816, 0.6745], [0.7608, 3.0203, -0.7608], [1.4703, 2.3273, 0.0148], [0.4964, 1.4471, 1.6686], [0.1389, 0.6029, 0.0912], [1.6895, 0.4907, 0.8349], [1.2740, 3.7476, -1.3854], [-0.3230, 2.9015, -0.8395]],
  "forces_ev_per_a": [[-0.94, 0.31, 1.51], [0.51, 0.06, 0.72], [0.40, 0.33, -0.83], [0.07, -0.17, -0.03], [0.48, 0.06, -0.47], [0.06, -0.42, -0.46], [-0.27, -0.31, -0.01], [-0.30, 0.08, -0.44], [1.12, -0.31, 0.33], [0.22, -0.12, 0.13], [-0.18, -0.23, -0.44], [-0.28, 0.01, -0.08], [-0.46, 0.54, -0.01], [-0.12, -0.05, 0.22], [-0.26, 0.33, 0.16], [-0.05, -0.10, -0.29]],
  "lowdin_charge": [-0.15, -0.08, -0.10, 0.07, 0.07, 0.06, 0.06, 0.07, -0.16, -0.09, -0.09, 0.08, 0.05, 0.06, 0.06, 0.07],
  "lumo_ev": 1.1,
  "e_homo_ev": -9.4,
  "multiplicity": 1,
  "e_tot_ev": -7288.14089
}



Entry 7:
{
  "formula": "C4H10N2",
  "method": "wB97M-V/def2-TZVPD",
  "species": ["C", "C", "C", "C", "N", "N", "H", "H", "H", "H", "H", "H", "H", "H", "H", "H"],
  "xyz": [[1.0736, 0.9000, 0.8303], [-0.2661, 0.9828, 0.0850], [-0.6289, -0.2055, -0.7597], [-1.8283, -0.8036, -0.6263], [0.3371, -0.7363, -1.5689], [0.9272, -0.0685, 1.9286], [1.9005, 0.6369, 0.1679], [1.2153, 1.8980, 1.2443], [-0.1164, 1.7949, -0.6369], [-1.0515, 1.1612, 0.8111], [-2.2505, -1.4037, -1.4110], [-2.3766, -0.5857, 0.2772], [1.1518, -0.2786, -1.9319], [0.2519, -1.6951, -1.8528], [1.7910, -0.2310, 2.4266], [0.6824, -0.9486, 1.4899]],
  "forces_ev_per_a": [[-0.69, -0.31, 0.64], [1.32, -0.27, -0.60], [-0.47, -0.65, 0.94], [0.39, 0.72, 0.13], [0.53, -0.40, -0.82], [-0.11, 0.07, -0.37], [0.05, 0.23, -0.21], [0.40, -0.04, 0.09], [-0.54, 0.32, 0.23], [-0.15, 0.33, -0.17], [0.05, -0.62, 0.11], [-0.47, 0.17, -0.28], [-0.15, 0.45, 0.22], [-0.21, 0.09, -0.07], [0.15, 0.12, -0.01], [-0.10, -0.21, 0.19]],
  "lowdin_charge": [-0.29, -0.16, -0.47, 0.02, 0.10, 0.00, 0.09, 0.10, 0.12, 0.11, 0.04, 0.05, 0.09, 0.09, 0.06, 0.06],
  "lumo_ev": 1.0,
  "e_homo_ev": -7.9,
  "multiplicity": 1,
  "e_tot_ev": -7289.57947
}



> Which formula does entry 7 have?

C4H10N2